{"formula": "C4H10NO2S", "method": "ωB97M-V with the def2-TZVPD basis set", "species": ["N", "C", "O", "O", "H", "H", "H", "C", "C", "C", "S", "H", "H", "H", "H", "H", "H", "H"], "coordinates": [[0.9311, -1.0830, -3.0693], [1.0755, -0.5408, -1.7935], [0.5942, 0.6584, -1.7055], [1.6301, -1.2174, -0.9280], [1.5421, -1.8403, -3.3263], [0.7248, -0.4562, -3.8276], [-0.2446, 0.9440, -0.6894], [-0.5410, -1.4383, 1.8496], [0.1952, -0.1371, 2.1753], [-0.6960, 1.0825, 1.9833], [-1.3761, 1.3318, 0.3376], [-1.3524, -1.5820, 2.5812], [0.0730, -2.3394, 1.8456], [-1.0423, -1.3596, 0.8860], [0.5382, -0.2437, 3.2115], [1.0607, -0.0907, 1.5118], [-0.1447, 1.9624, 2.3350], [-1.5843, 0.9722, 2.6199]], "forces_ev_per_a": [[-0.04, -0.46, -0.83], [0.08, 0.61, 0.05], [-0.10, -0.32, 0.26], [-0.13, 0.08, 0.17], [0.03, 0.00, 0.30], [-0.07, 0.20, 0.21], [0.08, -0.01, 0.39], [-0.79, 0.06, 0.15], [-0.04, -1.05, -0.47], [0.20, -0.05, 0.70], [0.02, 0.09, -0.86], [0.13, -0.08, -0.01], [0.21, 0.18, 0.04], [0.19, -0.03, -0.13], [0.12, 0.45, 0.00], [0.09, 0.20, 0.06], [-0.14, 0.03, -0.13], [0.18, 0.09, 0.11]], "nbo_charge": [-0.883, 0.882, -0.801, -0.739, 0.364, 0.370, 0.327, -0.606, -0.414, -0.516, -0.358, 0.169, 0.200, 0.230, 0.173, 0.229, 0.187, 0.186], "orbital_gap_ev": 7.8, "e_homo_ev": -3.9, "molar_mass_g_mol": 136.20, "charge": -1, "energy_ev": -20732.764}